No. 1
Molecular formula: C42H50BN4OS2Tc
Method: DFT, ωB97M-V/def2-TZVPD

Element x y z (Å)
Tc  -0.490  -0.215  -0.783
C  -0.419  3.820  0.875
C  -0.940  2.465  0.486
N  -0.065  1.515  0.199
N  1.279  1.885  0.418
C  2.118  1.255  -0.312
S  1.706  0.024  -1.495
S  3.829  1.623  -0.302
C  4.281  2.187  1.376
C  3.643  3.411  1.980
C  2.623  3.309  2.921
C  2.128  4.439  3.552
C  2.640  5.693  3.243
C  3.660  5.806  2.309
C  4.165  4.668  1.695
C  -2.387  2.280  0.467
C  -3.225  3.370  0.805
C  -4.582  3.223  0.935
C  -5.157  1.959  0.751
C  -4.379  0.883  0.389
C  -3.012  1.056  0.199
O  -2.321  0.007  -0.243
H  0.645  3.811  1.057
H  -0.933  4.181  1.762
H  -0.632  4.511  0.055
H  5.334  2.398  1.179
H  4.242  1.327  2.046
H  2.223  2.337  3.172
H  1.345  4.340  4.294
H  2.260  6.575  3.743
H  4.077  6.776  2.073
H  4.973  4.760  0.976
H  -2.796  4.346  0.962
H  -5.198  4.074  1.186
H  -6.222  1.825  0.889
H  -4.797  -0.104  0.225
C  -2.521  -4.414  3.345
C  -2.130  -3.200  2.499
C  -2.054  -1.931  3.355
C  -3.076  -2.995  1.329
C  -4.437  -2.879  1.578
C  -5.325  -2.618  0.548
C  -4.846  -2.451  -0.736
C  -3.489  -2.562  -1.043
C  -3.151  -2.262  -2.506
C  -1.698  -2.196  -2.937
C  -3.843  -3.261  -3.447
C  -2.621  -2.855  0.011
N  -1.199  -3.049  -0.182
B  -0.068  -2.167  -0.067
N  1.084  -3.006  0.067
C  0.643  -4.321  -0.018
C  -0.697  -4.349  -0.160
C  2.459  -2.695  0.355
C  3.429  -2.941  -0.613
C  4.746  -2.625  -0.297
C  5.079  -2.072  0.929
C  4.095  -1.858  1.881
C  2.768  -2.185  1.621
C  1.737  -2.050  2.730
C  1.440  -0.580  3.033
C  2.174  -2.783  4.001
C  3.090  -3.532  -1.969
C  3.691  -2.723  -3.124
C  3.541  -4.993  -2.050
H  -1.729  -4.646  4.060
H  -2.687  -5.297  2.726
H  -3.433  -4.229  3.916
H  -1.129  -3.381  2.110
H  -3.029  -1.681  3.780
H  -1.718  -1.075  2.762
H  -1.353  -2.070  4.183
H  -4.806  -2.998  2.590
H  -6.386  -2.528  0.749
H  -5.542  -2.198  -1.527
H  -3.578  -1.270  -2.684
H  -1.162  -3.134  -2.796
H  -1.088  -1.458  -2.385
H  -1.630  -1.900  -3.983
H  -3.483  -4.273  -3.252
H  -3.632  -3.018  -4.490
H  -4.924  -3.263  -3.320
H  1.327  -5.150  0.075
H  -1.356  -5.200  -0.225
H  5.525  -2.804  -1.028
H  6.109  -1.817  1.145
H  4.367  -1.459  2.853
H  0.814  -2.517  2.391
H  2.372  -0.019  3.146
H  0.870  -0.479  3.959
H  0.865  -0.106  2.231
H  2.962  -2.236  4.525
H  2.551  -3.783  3.780
H  1.331  -2.879  4.688
H  2.003  -3.507  -2.089
H  4.780  -2.790  -3.137
H  3.423  -1.669  -3.062
H  3.332  -3.112  -4.078
H  4.632  -5.054  -2.016
H  3.208  -5.449  -2.984
H  3.155  -5.588  -1.220

Results
Spin multiplicity: 4
<S²>: 3.7940
Total charge: +1

No. 2
Molecular formula: C6H12O2
Method: DFT, ωB97M-V/def2-TZVPD

Element x y z (Å)
C  1.021  0.872  1.403
C  0.885  -0.427  1.172
C  -0.406  -1.120  1.398
C  -0.284  -2.614  1.550
O  -1.460  -0.529  1.467
H  1.958  1.392  1.290
H  0.171  1.450  1.743
H  1.730  -1.044  0.881
H  0.091  -3.041  0.628
H  0.421  -2.844  2.339
H  -1.263  -3.054  1.771
C  -1.168  0.911  -1.824
C  0.319  1.188  -2.002
O  0.741  2.350  -1.327
H  -1.403  0.682  -0.785
H  -1.743  1.780  -2.131
H  -1.462  0.067  -2.440
H  0.894  0.313  -1.653
H  0.554  1.364  -3.054
H  0.404  2.305  -0.426

Results
Spin multiplicity: 1
Structure (SMILES): C=CC(C)=O.CCO
Total charge: 0

No. 3
Molecular formula: C5H12O3
Method: DFT, ωB97M-V/def2-TZVPD

Element x y z (Å)
C  0.807  0.555  -0.003
C  -0.233  -1.271  -1.150
C  2.044  0.817  0.800
C  -0.731  0.216  1.274
C  -1.852  -0.064  -0.652
O  0.849  -0.690  -0.578
O  0.457  1.569  -0.878
O  -0.369  -2.603  -0.865
H  1.249  1.909  -1.318
H  0.024  -2.795  -0.003
H  -0.303  -1.091  -2.222
H  1.892  1.709  1.410
H  2.916  0.984  0.153
H  2.264  -0.028  1.450
H  -0.042  -0.416  1.832
H  -0.764  1.241  1.638
H  -1.669  -0.286  1.509
H  -2.206  0.885  -0.249
H  -1.787  0.236  -1.692
H  -2.547  -0.876  -0.456

Results
Spin multiplicity: 1
Total charge: 0

no.,calculated total energy (eV),M (g mol⁻¹)
1,-76914.830,799.84
2,-10510.515,116.16
3,-11516.217,120.15